(1)
Density functional theory data (the ωB97M-V functional and the def2-TZVPD basis) for one molecule with the formula C6H10.

As for the multiplicity: 1. Its energy above the lowest of the compared OMol25 structures with the same formula, charge and spin is 6.3 kcal/mol. The HOMO energy is -9.122 eV. Its SMILES is CC1CC=CC1. The value obtained for the LUMO energy is 1.2 eV.

Positions of all 16 atoms, in Å:
C  -1.44704  -0.47995  -0.83600
C  -0.39548  -0.68626  0.27893
C  -0.31139  0.58831  1.17225
C  0.78490  1.37972  0.49180
C  1.48698  0.62752  -0.35293
C  1.02303  -0.81042  -0.33470
H  -2.07409  -1.36469  -0.98383
H  -0.97280  -0.25671  -1.79753
H  -2.11538  0.35931  -0.61015
H  -0.65269  -1.57763  0.86382
H  -1.27785  1.11444  1.17756
H  -0.05594  0.39110  2.22853
H  0.99742  2.42268  0.71719
H  2.30159  0.98496  -0.97862
H  1.01198  -1.27506  -1.32863
H  1.69676  -1.41732  0.29231

Atomic forces in eV per Å
C -0.06 0.01 -0.07
C -0.05 0.03 0.09
C 0.00 -0.04 -0.07
C 0.11 -0.03 0.00
C -0.04 0.13 0.05
C -0.07 0.00 0.00
H 0.13 0.06 0.04
H -0.04 0.01 0.14
H 0.07 -0.20 -0.01
H 0.04 0.22 -0.06
H 0.29 -0.06 0.07
H -0.02 -0.10 -0.33
H -0.12 -0.16 -0.12
H -0.04 -0.08 0.23
H -0.06 0.05 0.17
H -0.16 0.14 -0.11

---

(2)
Density functional theory data (the ωB97M-V functional and the def2-TZVPD basis) for one molecule with the formula C6H10.

As for the multiplicity: 1. Its energy above the lowest of the compared OMol25 structures with the same formula, charge and spin is 33.5 kcal/mol. The HOMO energy is -9.914 eV. Its SMILES is C#CCCCC. The value obtained for the LUMO energy is 1.1 eV.

Positions of all 16 atoms, in Å:
C  1.78428  -0.01932  -1.76322
C  0.33135  -0.10138  -1.30346
C  0.19687  -0.12558  0.21810
C  -1.26646  -0.27708  0.66800
C  -1.50127  0.21319  2.02847
C  -1.67969  0.66581  3.13020
H  2.28696  0.84573  -1.31387
H  1.85379  0.08196  -2.85135
H  2.34341  -0.91609  -1.47240
H  -0.22545  0.76439  -1.68839
H  -0.14851  -0.99056  -1.73565
H  0.79584  -0.94357  0.64005
H  0.60756  0.80431  0.63053
H  -1.91830  0.28506  -0.01450
H  -1.57714  -1.32685  0.59288
H  -1.83960  1.07260  4.10345

Atomic forces in eV per Å
C 0.06 0.01 -0.02
C -0.06 -0.01 -0.02
C 0.07 0.03 0.01
C -0.06 0.00 -0.06
C -0.09 0.17 0.46
C 0.09 -0.18 -0.41
H -0.08 -0.13 -0.07
H 0.00 -0.03 0.16
H -0.08 0.13 -0.03
H 0.07 -0.13 0.05
H 0.08 0.10 0.07
H -0.09 0.13 -0.05
H -0.07 -0.12 -0.06
H 0.10 -0.05 0.11
H 0.04 0.16 0.02
H 0.02 -0.09 -0.14

---

(3)
Density functional theory data (the ωB97M-V functional and the def2-TZVPD basis) for an isolated ion of composition C6H10 and charge +1.

As for the multiplicity: 2. Its energy above the lowest of the compared OMol25 structures with the same formula, charge and spin is 21.8 kcal/mol. The HOMO energy (alpha / beta) is -15.214 / -14.871 eV. As for the expectation value of S²: 0.772. The value obtained for the LUMO energy (alpha / beta) is -4.7 / -8.5 eV. As for the total charge: +1.

Positions of all 16 atoms, in Å:
C  0.06522  0.84058  1.63587
C  -0.56628  0.07510  0.54722
C  -1.64819  -0.76006  0.66952
C  0.46590  1.22342  -1.33823
C  0.22228  0.08562  -0.70262
C  0.79231  -1.24179  -1.18293
H  -0.20861  0.64846  2.67222
H  -0.06790  1.93386  1.59996
H  1.15175  0.76475  1.55718
H  -2.13017  -1.22691  -0.18412
H  -2.10657  -1.07561  1.60219
H  1.09270  1.33322  -2.20848
H  0.00020  2.15068  -1.02713
H  1.02498  -1.90567  -0.33591
H  1.79970  -1.00489  -1.52535
H  0.11269  -1.84077  -1.77938

Atomic forces in eV per Å
C 0.51 0.97 0.89
C 1.51 0.31 -0.79
C -1.01 -1.20 0.21
C 0.13 1.76 -0.20
C -0.77 -1.52 0.73
C 0.28 -0.06 1.71
H -0.45 -0.61 -0.17
H -0.31 -0.04 -0.61
H -0.06 -0.23 0.00
H 0.34 0.16 -0.22
H 0.17 0.57 0.20
H -0.01 -0.44 -0.27
H 0.04 0.01 0.20
H -0.30 0.31 0.10
H -0.31 -0.25 -1.02
H 0.23 0.27 -0.76

---

(4)
Density functional theory data (the ωB97M-V functional and the def2-TZVPD basis) for a 2-piece molecular cluster, C6H10Br2N2O5 overall.

As for the multiplicity: 1. Its energy above the lowest of the compared OMol25 structures with the same formula, charge and spin is 17.2 kcal/mol. The HOMO energy is -9.174 eV. Its SMILES is C=C([C@@H](Br)OC)[N+](=O)[O-].C/C(Br)=[N+](/[O-])O. The value obtained for the LUMO energy is -1.2 eV.

Positions of all 25 atoms, in Å:
C  -0.54274  0.32580  -2.57414
C  0.90777  -3.02179  0.89622
C  -1.00327  3.03894  0.49573
C  0.49688  1.70057  -0.75135
C  0.44866  0.47664  -1.66879
C  0.78517  -1.64020  1.41332
N  1.36354  -0.57917  -1.50428
N  -0.23618  -0.88750  1.28632
O  1.23612  -1.46456  -2.32537
O  -1.27896  -1.62710  0.59492
O  2.19030  -0.61514  -0.59688
O  -0.45769  0.23240  1.71715
O  -0.72576  2.21794  -0.68440
Br  1.61506  3.17539  -1.94229
Br  2.32846  -1.07382  2.30458
H  -0.57168  -0.49279  -3.30416
H  -1.04048  1.11433  -2.91140
H  -2.13411  -1.25202  0.86013
H  1.15419  -3.63676  1.73592
H  1.68566  -2.98157  0.10528
H  -0.04704  -3.24262  0.31216
H  -2.05595  3.09829  0.68175
H  -0.52562  3.99250  0.52709
H  -0.49568  2.49645  1.23454
H  1.06937  1.54949  0.07100

Atomic forces in eV per Å
C 3.76 -2.75 0.17
C -1.36 0.79 -2.46
C 0.96 -0.99 -0.64
C -1.06 0.14 -4.72
C -2.53 2.05 -0.10
C 1.21 -0.71 0.32
N 1.05 -1.78 -0.07
N -0.59 -1.69 0.08
O 0.64 -0.78 0.04
O -0.20 0.70 -0.18
O -0.51 0.94 -0.68
O -0.64 1.28 0.06
O -0.92 0.81 0.83
Br -0.19 -0.87 0.84
Br -0.35 0.50 0.34
H 0.09 -0.04 0.95
H -2.60 3.46 -0.42
H 0.40 0.48 0.29
H 0.07 -0.85 0.08
H -0.04 -0.39 0.74
H 1.40 -0.39 1.29
H -0.45 -0.12 -0.25
H 0.18 0.94 -0.93
H 0.08 -0.71 1.73
H 1.59 0.00 2.70

---

(5)
Density functional theory data (the ωB97M-V functional and the def2-TZVPD basis) for one molecule with the formula C6H10Br3OP.

As for the multiplicity: 1. Its energy above the lowest of the compared OMol25 structures with the same formula, charge and spin is 37.4 kcal/mol. The HOMO energy (alpha / beta) is -8.364 / -8.134 eV. The value obtained for the LUMO energy (alpha / beta) is -0.9 / -0.5 eV.

Positions of all 21 atoms, in Å:
C  -0.11497  0.42513  -1.32516
C  -0.20809  -0.70446  -0.33105
C  -1.97306  0.19043  1.29968
C  -1.55440  -0.91458  0.41173
C  -1.49692  -2.21824  1.21568
C  1.88797  2.56356  -0.57252
O  -0.66775  3.12876  -1.25768
P  0.09408  2.11139  -0.51884
Br  1.20362  -0.42488  1.00359
Br  -3.42470  1.28693  0.96972
Br  -2.88741  -1.21492  -1.04472
H  0.76032  0.28424  -1.96299
H  -1.00472  0.48475  -1.95381
H  0.03771  -1.65818  -0.80868
H  -1.56379  0.23552  2.29425
H  -2.47744  -2.43385  1.63557
H  -0.78225  -2.13403  2.03210
H  -1.20762  -3.05336  0.58104
H  2.14009  2.68092  -1.62592
H  1.95384  3.53430  -0.08613
H  2.53763  1.85355  -0.07963

Atomic forces in eV per Å
C 0.22 0.72 0.32
C -0.21 -0.37 -0.15
C -0.14 0.60 -0.23
C 0.04 -0.52 -0.45
C -0.20 -0.04 -0.01
C -0.60 0.00 0.03
O -0.89 1.01 -0.56
P 0.77 -1.13 0.18
Br 0.23 -0.41 0.24
Br 0.13 0.15 0.24
Br 0.30 -0.22 0.19
H -0.01 -0.06 -0.02
H 0.07 0.04 0.06
H 0.00 0.18 0.14
H 0.02 0.06 0.08
H -0.02 0.02 0.00
H 0.04 0.07 0.02
H 0.05 -0.01 -0.06
H 0.10 -0.02 -0.04
H 0.07 0.06 0.00
H 0.05 -0.11 0.00

---

(6)
Density functional theory data (the ωB97M-V functional and the def2-TZVPD basis) for a 4-piece molecular cluster, C6H10Br4Cl6 overall.

As for the multiplicity: 1. Its energy above the lowest of the compared OMol25 structures with the same formula, charge and spin is 19.7 kcal/mol. The HOMO energy is -10.029 eV. Its SMILES is ClC(Cl)Cl.ClC(Cl)Cl.BrCCBr.BrCCBr. The value obtained for the LUMO energy is 0.1 eV.

Positions of all 26 atoms, in Å:
Br  -4.50001  -1.81754  -0.38501
C  -2.63376  -2.22601  -0.75876
C  -1.67457  -0.99297  -0.66255
Br  -1.86619  0.08324  1.05029
H  -2.60299  -2.69689  -1.74131
H  -2.25476  -2.93562  -0.02329
H  -1.85291  -0.19561  -1.38402
H  -0.66057  -1.36918  -0.52704
Br  1.01118  -0.36066  5.15197
C  0.96255  1.12930  3.82154
C  0.94681  2.43276  4.60566
Br  1.48544  3.86585  3.37229
H  0.12459  0.95472  3.14667
H  1.73189  1.04108  3.05446
H  1.71637  2.47809  5.37627
H  0.01852  2.74275  5.08553
C  2.53867  0.86929  -1.10350
Cl  1.62519  2.34191  -1.76566
Cl  1.63576  0.09581  0.27431
Cl  4.15868  1.28218  -0.42620
H  2.62633  0.13851  -1.90749
C  -0.39549  -1.45766  -4.89408
Cl  -1.65264  -2.60004  -4.37810
Cl  0.18709  -0.55554  -3.50001
Cl  -1.04234  -0.25647  -6.02071
H  0.36716  -1.99130  -5.46126

Atomic forces in eV per Å
Br 0.35 -0.11 -0.13
C 0.87 1.00 0.63
C -1.12 -0.14 1.05
Br -0.16 -0.75 -0.62
H 0.10 0.32 0.06
H -0.49 -0.09 0.03
H 0.35 -0.54 -0.18
H -0.06 0.30 -0.68
Br 0.04 0.57 -0.83
C -0.52 -0.34 -0.02
C 0.71 0.27 -0.28
Br -0.26 0.00 0.04
H -0.70 0.18 0.74
H 0.88 0.02 0.94
H -0.02 -0.33 -0.19
H -0.12 -0.37 -0.43
C -0.29 0.69 1.01
Cl 0.99 -1.49 0.75
Cl 0.23 0.48 -1.10
Cl -0.89 0.02 -0.85
H 0.07 0.29 0.19
C -0.57 0.38 -0.32
Cl 0.25 0.03 -0.24
Cl 0.51 -0.31 0.09
Cl -0.21 -0.14 -0.27
H 0.08 0.03 0.63

---

(7)
Density functional theory data (the ωB97M-V functional and the def2-TZVPD basis) for a 2-piece molecular cluster, C6H10BrCl3N2O overall.

As for the multiplicity: 1. Its energy above the lowest of the compared OMol25 structures with the same formula, charge and spin is 27.7 kcal/mol. The HOMO energy (alpha / beta) is -8.605 / -8.605 eV. The value obtained for the LUMO energy (alpha / beta) is -1.1 / -1.1 eV.

Positions of all 23 atoms, in Å:
C  -0.29967  -0.96726  0.45489
C  -2.62475  -0.88794  0.28050
C  -1.93016  0.39884  -0.05514
C  2.76944  -0.17609  -0.81271
C  0.30682  1.39937  0.07087
C  1.62378  1.14766  0.80195
N  -1.54213  -1.69754  0.38613
N  -0.65412  0.40274  0.33032
O  2.24096  -0.09416  0.57796
Cl  -3.84703  -1.41887  -0.89448
Cl  -3.58022  -0.69369  1.83260
Cl  -1.43806  -0.11096  -2.70693
Br  -3.02562  1.96531  -0.06523
H  0.35434  -1.15711  1.29620
H  0.42267  -1.35047  -0.33294
H  3.00062  -1.23058  -0.89257
H  3.57241  0.42597  -1.11512
H  1.83862  -0.03777  -1.55273
H  -0.15762  2.30004  0.33013
H  0.63222  1.23579  -1.03951
H  1.41785  1.31051  1.88186
H  2.39964  1.92618  0.58086
H  -1.47999  -2.68997  0.64307

Atomic forces in eV per Å
C 1.92 -2.45 -0.94
C -0.65 -0.71 -0.38
C 0.04 2.37 -0.09
C -4.59 -1.81 0.00
C 2.62 -1.48 -2.73
C 0.63 1.56 1.59
N 1.96 -1.24 0.65
N -2.91 -1.55 -0.48
O 0.79 0.51 -1.64
Cl 0.02 0.04 -0.04
Cl 0.09 0.18 0.43
Cl 0.10 0.36 1.09
Br 1.03 -0.74 -0.42
H -0.58 0.12 1.01
H -1.16 0.92 -0.01
H 0.41 -0.07 -0.16
H 1.12 1.23 0.28
H 2.21 -0.15 1.32
H -0.13 1.75 -0.13
H -1.42 1.04 1.41
H 0.35 -0.72 -0.31
H -1.03 -0.13 -0.22
H -0.81 0.97 -0.26

---

(8)
Density functional theory data (the ωB97M-V functional and the def2-TZVPD basis) for a 2-piece molecular cluster, C6H10BrN3O5 overall.

As for the multiplicity: 1. Its energy above the lowest of the compared OMol25 structures with the same formula, charge and spin is 0.0 kcal/mol. The HOMO energy is -9.498 eV. Its SMILES is C/C([N+](=O)[O-])=[N+](/[O-])OC(=O)CBr.[H]/N=C\C. The value obtained for the LUMO energy is -1.2 eV.

Positions of all 25 atoms, in Å:
C  -1.47849  -0.33591  -1.65931
C  1.73812  0.06055  1.72879
C  0.56038  2.69006  -1.75992
C  -2.69249  -0.24009  -2.61718
C  1.02046  1.27869  1.10965
C  1.39992  1.42998  -1.80189
N  -0.15293  1.49880  0.95668
N  0.85569  0.21377  -1.79452
N  2.73574  1.52920  -1.38544
O  -0.53118  0.31169  -2.36304
O  3.32344  2.52998  -1.80167
O  -1.45073  -0.74312  -0.53189
O  1.30432  -0.87717  -1.70669
O  3.23774  0.63747  -0.73654
Br  -4.14282  -1.33164  -1.97170
H  2.83044  0.02173  1.41619
H  1.25141  -0.74933  1.16485
H  1.51400  0.05791  2.75431
H  1.07299  3.55593  -2.27607
H  0.15779  2.71817  -0.72908
H  -0.20475  2.60831  -2.50624
H  -2.26965  -0.55214  -3.63516
H  -3.02991  0.82306  -2.57403
H  1.77134  2.03237  0.72739
H  -0.96817  0.97014  1.29644

Atomic forces in eV per Å
C -1.72 0.18 0.60
C 0.16 0.45 -2.92
C 0.82 0.10 -1.54
C 0.94 -0.13 -0.21
C 5.34 -1.02 1.01
C -2.47 -0.02 0.27
N -4.89 1.82 -0.48
N 0.29 1.93 -1.03
N 1.95 0.31 -0.92
O 1.33 -0.19 0.33
O -0.26 -0.53 0.58
O 0.53 0.22 -1.15
O 0.15 -1.00 0.34
O 0.23 0.03 0.03
Br 0.15 0.07 -0.33
H -1.44 0.26 0.96
H 0.18 -0.33 0.69
H 0.06 -0.45 1.45
H 0.14 -0.79 1.70
H 0.08 0.85 -0.57
H -0.99 -0.54 0.10
H -1.25 0.51 1.34
H 0.28 -0.90 -0.41
H -0.88 -0.33 0.23
H 1.26 -0.49 -0.06